Formula: C15H23B3F4N8O4V
Source: the OMol25 dataset
Level of theory: ωB97M-V/def2-TZVPD

2S+1 = 3
ΔE to the lowest compared entry with this formula, charge and spin = 4.1 kcal per mole
HOMO (alpha / beta) = -12.801 / -12.787 eV
Total energy = -74620.8706 eV
Orbital gap (alpha / beta) = 7.2 / 5.6 eV
Net charge = +1

Geometry as XYZ:
```
58
C15H23B3F4N8O4V | the OMol25 dataset | ωB97M-V/def2-TZVPD
C -6.92 -16.08 -0.36
H -4.85 -9.11 3.55
N -5.70 -13.12 4.84
N -6.78 -15.61 3.78
H -4.27 -9.21 1.86
N -5.59 -12.77 1.31
C -3.77 -14.09 4.00
N -6.80 -15.98 0.98
C -5.65 -10.69 2.32
C -4.03 -11.17 0.30
H -3.15 -10.70 0.72
C -5.12 -11.56 1.26
C -6.98 -17.31 5.35
H -8.41 -13.25 0.42
H -6.60 -16.99 -0.81
F -5.16 -10.36 5.29
H -7.17 -17.83 6.28
H -5.04 -17.37 1.48
C -8.53 -13.39 3.58
H -2.02 -14.86 4.87
H -6.15 -18.84 3.96
C -5.12 -9.30 2.51
C -2.29 -14.35 3.94
H -8.45 -13.00 4.63
H -2.59 -12.61 5.97
H -7.76 -14.70 -1.90
F -7.36 -10.45 6.41
F -2.79 -13.28 1.45
O -6.49 -12.46 5.72
C -7.57 -14.91 -0.85
H -3.69 -12.11 -0.17
N -4.65 -14.59 3.18
H -4.37 -10.51 -0.49
O -7.08 -10.45 4.09
H -6.69 -18.19 1.47
O -4.96 -13.66 0.44
N -6.37 -16.85 3.24
H -9.00 -14.39 3.65
O -4.11 -15.24 2.11
C -6.47 -17.83 4.17
V -6.58 -13.47 3.01
H -9.12 -12.72 2.91
B -6.52 -10.87 5.38
C -7.83 -14.17 0.30
B -3.70 -14.24 0.98
H -7.53 -15.07 5.67
N -6.63 -11.29 2.98
C -7.15 -15.91 5.07
H -5.83 -8.55 2.13
H -2.05 -15.00 3.10
H -1.78 -13.39 3.79
C -3.64 -12.53 6.06
F -3.15 -15.03 0.05
N -7.35 -14.83 1.43
H -3.95 -12.98 6.98
C -4.40 -13.15 4.94
H -3.93 -11.47 6.05
B -6.19 -17.13 1.76
```

=====

Formula: C14H18AsF10N3Pt
Source: the OMol25 dataset
Level of theory: ωB97M-V/def2-TZVPD

2S+1 = 2
ΔE to the lowest compared entry with this formula, charge and spin = 4.1 kcal per mole
HOMO (alpha / beta) = -12.817 / -12.983 eV
Total energy = -110536.4066 eV
Orbital gap (alpha / beta) = 9.5 / 6.9 eV
Net charge = +1

Geometry as XYZ:
```
47
C14H18AsF10N3Pt | the OMol25 dataset | ωB97M-V/def2-TZVPD
F -0.76 -1.87 1.65
C -4.40 -0.64 -0.41
C -2.20 1.37 -0.58
H 0.42 -0.69 -2.01
H 2.34 -2.40 3.94
C 3.85 1.71 -0.70
F 0.27 -5.21 0.72
H -3.05 -0.37 1.25
H -2.90 1.55 -1.39
H -2.76 -1.83 0.32
C 2.05 -0.80 2.67
F 4.85 0.86 -0.90
H -1.10 3.17 -0.27
H -0.72 2.42 -1.81
N -1.90 -0.09 -0.48
C -3.04 -0.78 0.24
F 0.74 4.29 -0.13
H -4.73 0.40 -0.49
N 0.20 1.52 -0.17
H -5.12 -1.16 0.22
H -2.69 1.64 0.35
F 2.41 -0.12 -0.62
Pt -0.23 -0.15 0.70
F -0.15 -3.92 2.86
F -0.32 -3.05 -0.45
H 3.32 -0.95 4.33
H -4.44 -1.10 -1.40
C 2.93 -1.58 3.52
As -0.21 -3.66 1.17
H 3.74 -1.98 2.93
N 1.35 -0.22 1.98
H -0.39 0.61 -2.91
C -1.74 -0.74 -1.83
C 1.72 3.43 -0.35
H -1.79 -1.81 -1.65
H 5.07 3.46 -0.83
F -1.89 -3.99 1.14
F 1.40 -3.04 1.23
C 4.08 3.07 -0.69
C 3.00 3.92 -0.51
C 2.58 1.19 -0.53
C -0.46 -0.43 -2.59
H -0.45 -1.04 -3.48
C -0.95 2.21 -0.76
F 3.19 5.23 -0.48
H -2.61 -0.45 -2.42
C 1.47 2.04 -0.34
```

=====

Formula: C39H72BF9N3O8
Source: the OMol25 dataset
Level of theory: ωB97M-V/def2-TZVPD

ΔE to the lowest compared entry with this formula, charge and spin = 73.6 kcal per mole
HOMO = -11.654 eV
Total energy = -87588.4928 eV
Orbital gap = 8.3 eV
Net charge = +1

Geometry as XYZ:
```
132
C39H72BF9N3O8 | the OMol25 dataset | ωB97M-V/def2-TZVPD
C -1.48 0.67 -2.52
C -1.21 -3.67 -0.22
O -5.43 6.32 0.56
F 1.36 -7.16 -0.94
H 1.43 -13.37 -0.42
O 0.34 -0.58 0.09
H -2.21 0.53 -1.68
O 1.14 -10.07 -1.04
H -7.65 5.03 -0.10
H 0.10 3.02 1.93
N 3.65 -0.88 -1.53
C -0.83 3.63 2.09
H 7.01 1.27 0.12
C 0.77 -7.97 -0.05
F -3.42 7.94 -1.82
H -6.84 7.44 1.62
C 1.02 5.36 2.62
H -2.58 0.93 -4.42
H -8.78 6.04 0.84
H -1.20 -4.56 0.45
C -4.60 0.87 5.39
H 6.68 -1.35 -1.57
H -5.32 0.05 5.27
H 1.03 -12.12 0.77
C 0.28 4.18 -0.62
H 2.80 0.71 -0.45
H 1.38 6.22 2.01
H 4.76 1.68 0.53
C -1.05 -0.77 -3.01
F 0.78 -7.33 1.13
C 5.00 -5.12 1.23
F -2.72 7.29 0.10
H -2.03 2.27 0.87
H -0.58 1.16 -2.07
C 0.35 -1.23 -2.45
O -5.99 2.28 3.99
C 5.91 -3.90 1.57
C 0.07 4.71 -3.21
H -4.86 1.39 6.31
C -4.65 1.80 4.20
C 0.93 -2.33 -3.44
H 1.61 4.47 2.30
F -0.51 -8.07 -0.42
C 1.00 -12.37 -0.29
H -0.04 -12.40 -0.59
C 4.91 0.66 0.06
H -6.65 5.76 2.08
C -1.27 3.89 -0.53
C 1.77 -11.36 -1.12
H 0.75 2.74 -2.28
H 3.82 1.28 -1.79
C 1.46 -9.33 0.03
H -3.60 0.44 5.50
H 5.40 -5.73 0.38
C 0.28 -3.16 -0.35
H 6.99 -4.20 1.61
H 0.88 -1.88 -4.46
H -1.67 -3.96 -1.20
H 4.73 -2.25 0.73
H 1.74 0.06 -3.46
C -6.69 6.44 1.23
C -2.10 1.59 -3.65
H -7.90 6.71 -0.54
H 0.90 -0.88 0.82
H 0.85 -3.77 -1.11
O -5.65 3.87 5.53
C -7.83 6.03 0.31
H -1.31 3.18 3.01
H -1.26 2.55 -5.41
O -5.72 8.35 -0.36
H 1.75 -11.65 -2.17
H 0.82 -3.25 0.64
B 0.31 -1.64 -0.86
H 0.01 2.19 -4.19
H -1.54 4.68 -4.71
H 0.80 4.77 -4.07
H 6.57 -0.95 1.48
H 2.81 -11.30 -0.82
H 7.82 -2.12 0.97
H -2.08 4.09 -3.11
H -2.76 3.90 1.10
C 3.76 0.50 -0.99
C -5.07 7.36 -0.20
H 3.99 -4.70 0.93
H 0.44 -3.32 -3.41
C -0.55 5.15 2.42
H 0.43 5.27 -0.49
H 0.91 3.55 0.05
C 7.01 -0.78 -0.66
H 5.67 -3.49 2.59
H 3.03 -2.62 -3.56
C -1.23 4.06 -3.83
N 1.48 -0.27 -2.52
H -1.54 3.10 -1.28
F -8.30 4.57 5.28
H 2.73 -6.40 2.50
H 3.52 -6.90 0.96
F -7.79 4.43 3.20
H -2.93 2.16 -3.18
C -3.69 7.12 -0.80
H -1.00 5.37 3.42
C 6.36 0.65 -0.55
N 2.31 -2.43 -2.86
F -3.56 5.87 -1.27
H -1.80 -1.49 -2.58
H 1.86 4.14 -2.11
C -7.77 3.77 4.37
O 4.79 -5.97 2.35
F -8.61 2.73 4.24
H 5.70 -3.19 -0.52
H 1.25 5.49 3.71
H 8.11 -0.62 -0.80
H -0.99 5.82 1.64
C -1.03 2.57 -4.31
C 5.71 -2.75 0.51
C 0.77 3.84 -2.10
H -1.09 -0.90 -4.13
H 4.74 -0.08 0.88
H 4.37 -1.60 -1.43
C -1.79 3.37 0.87
H -1.85 -2.89 0.27
H -1.88 4.79 -0.81
C -6.35 3.33 4.73
H -0.09 5.78 -2.90
C 6.85 -1.66 0.65
H 3.82 -7.85 2.49
H -4.37 1.26 3.29
C 2.59 -1.17 -2.23
H 6.38 1.13 -1.56
O 2.22 -9.67 0.89
H -3.95 2.63 4.31
C 3.67 -6.83 2.06
```

=====

What is the net charge in the first record?
+1